156
Properties=species:S:1:pos:R:3:lowdin_charge:R:1 method="wB97M-V/def2-TZVPD" relative_energy_kj_mol=71.3 orbital_gap_ha="0.1787 / 0.2605" s2=2.03 energy_ev=-113848.12109 charge=-1 multiplicity=3 homo_energy_ha="-0.0981 / -0.1803" lumo_ev="2.193 / 2.182"
H 2.741 7.501 -1.583 0.061
H -4.896 -3.259 2.611 0.085
C 2.675 -3.962 1.071 0.008
H -4.647 -3.260 0.861 0.063
C 2.093 -2.638 -1.297 -0.116
C 0.801 0.510 4.022 -0.076
H -3.266 -3.258 -5.184 0.088
H -7.170 1.434 -0.404 0.086
H -3.724 -1.480 1.940 0.115
C 1.574 -2.173 2.439 -0.061
C 0.863 5.911 -0.736 -0.187
H -5.080 -4.756 1.693 0.085
C 1.802 -2.014 -0.069 -0.246
C -4.085 1.999 0.812 -0.004
H 5.932 3.717 -0.156 0.024
H 2.004 -7.104 -0.610 0.087
C -2.148 -2.937 2.109 -0.154
H 0.514 -0.342 4.643 0.103
C -2.420 0.868 2.266 -0.064
H 4.272 3.868 -0.775 -0.008
C 1.277 1.092 -4.093 -0.054
C 1.738 -2.029 -2.637 -0.065
H 1.891 0.584 3.994 0.084
C 3.044 -4.567 -0.124 -0.183
H -3.168 -5.953 0.735 0.090
H -4.676 2.062 1.722 0.106
H -0.317 -4.067 2.210 0.120
C -1.420 0.075 -2.896 -0.122
C -2.056 -2.272 -2.941 -0.151
C -2.556 1.746 -1.458 -0.132
C 3.965 -6.535 1.182 -0.076
C -3.023 -4.186 1.986 -0.548
H 2.961 4.047 5.156 0.127
C 3.272 4.886 2.036 -0.089
H -4.941 -3.858 -1.871 0.092
H -6.778 5.066 0.441 0.078
H 5.067 -5.314 -1.849 0.077
H 2.122 5.551 5.613 0.125
H -4.404 -2.163 -4.397 0.077
H 5.717 -6.629 -0.859 0.078
H 2.802 -6.505 -2.063 0.072
H 3.172 1.350 -2.079 -0.015
O 0.300 0.368 2.704 -0.173
H -3.194 -4.409 4.143 0.088
C -6.372 3.626 -1.799 -0.076
C -2.385 -0.916 -2.958 0.033
H -7.992 2.867 0.240 0.078
H 2.853 -4.463 2.015 0.101
Si 4.833 1.460 -0.363 0.404
H -2.664 -4.496 -0.137 0.043
C -0.769 -3.082 2.258 0.029
H -5.676 4.338 -2.245 0.084
H -1.951 -4.950 -3.776 0.086
H 1.049 5.654 3.390 0.136
N 2.160 4.098 2.571 -0.069
H 6.170 -0.585 -0.796 0.023
H 3.520 -7.840 -1.157 0.079
H -1.876 -5.346 3.434 0.077
C 2.977 -6.896 -1.061 -0.055
H -3.460 -5.449 -3.006 0.085
C 1.672 5.130 -1.616 -0.047
C 0.287 -1.643 -2.788 -0.114
H -1.519 -5.343 0.898 0.081
C -5.836 4.509 0.460 -0.052
H 4.587 -5.909 1.825 0.084
H 7.238 0.825 -0.727 0.019
C -2.630 -4.741 -2.948 -0.067
C 6.267 0.467 -1.081 -0.204
H 6.263 0.511 -2.174 0.021
H -6.796 2.013 1.219 0.070
C 3.231 0.918 -1.072 -0.300
C -1.802 1.527 -2.746 -0.062
C -0.503 -0.731 2.492 -0.219
C 1.507 4.715 3.716 -0.110
N 0.752 3.050 -0.801 -0.077
H -5.044 5.155 0.078 0.090
C -1.856 -0.529 2.284 -0.115
H 2.076 1.820 -3.972 0.079
H 4.701 2.132 2.061 -0.006
H -3.548 -5.888 3.230 0.079
C 5.155 -5.691 -0.829 -0.053
H 1.643 0.244 -4.681 0.100
H -3.610 -3.216 -0.886 0.049
H 6.014 0.980 1.779 0.023
C 2.050 -2.721 1.116 -0.128
C -0.713 -2.613 -2.847 0.042
C 3.772 -5.908 -0.198 -0.564
O 0.887 0.664 -2.799 -0.190
H -7.358 4.097 -1.765 0.079
H -1.694 1.544 2.724 0.119
H -3.313 0.883 2.897 0.115
H 2.946 -4.325 -2.253 0.108
H -2.455 1.820 -3.573 0.121
C 4.985 1.233 1.508 -0.184
H -0.774 3.250 0.611 0.102
C -5.945 3.231 -0.385 -0.564
C -3.173 -3.314 -3.012 -0.547
C 1.840 2.912 2.116 -0.168
N 1.904 8.012 -1.355 0.116
C 4.248 5.160 3.165 -0.178
C 2.554 4.996 4.780 -0.188
H 4.701 4.218 3.502 0.122
O 0.222 7.997 0.176 -0.022
H -0.410 -3.651 -2.779 0.113
C -2.666 -1.647 2.104 0.041
C -0.062 5.165 0.047 -0.026
C -0.085 3.807 -0.011 -0.148
O 3.602 5.796 4.259 -0.128
N 2.037 2.007 1.363 0.085
H 1.973 -2.779 -3.396 0.118
H 2.365 5.586 -2.312 0.093
C -3.939 -3.147 -4.331 -0.051
C -4.496 -3.836 1.776 -0.065
C -3.808 2.345 -1.503 0.010
C -2.902 -5.007 3.277 -0.052
Ti 1.208 1.071 -0.108 1.034
H 2.365 -1.159 -2.835 0.105
H 2.868 5.826 1.648 0.137
H -6.438 2.755 -2.455 0.083
H 5.039 5.833 2.835 0.129
H 1.850 -2.890 3.217 0.121
H -4.162 2.678 -2.472 0.101
C 5.180 3.263 -0.809 -0.187
C 0.072 -1.992 2.427 -0.122
O -0.788 0.809 -0.169 -0.164
H 0.724 4.052 4.081 0.125
H -4.727 -3.902 -4.411 0.080
C -2.837 1.393 0.908 -0.125
H -0.743 5.691 0.703 0.108
O 1.257 -0.806 -0.012 -0.181
H 5.729 -4.962 -0.254 0.088
H -4.595 -2.125 -1.851 0.084
H 0.395 1.424 4.466 0.080
H 3.317 -0.164 -1.234 -0.005
C -0.091 -0.316 -2.850 -0.216
H -2.095 -4.926 -2.015 0.065
H -5.601 4.271 1.498 0.077
H 0.436 1.556 -4.617 0.099
C -4.139 -3.115 -1.836 -0.046
C 0.947 7.341 -0.580 -0.549
C 1.591 3.769 -1.604 -0.160
H -0.913 2.157 -2.780 0.109
C -2.563 -5.045 0.801 -0.042
C 2.719 -3.879 -1.289 0.003
H 2.076 8.941 -1.002 0.081
C -2.009 1.314 -0.232 -0.289
H -3.425 -0.606 -2.974 0.122
H 2.066 -1.227 2.670 0.106
C -4.599 2.511 -0.373 -0.185
H 3.737 4.338 1.222 0.103
H 4.460 -7.503 1.078 0.080
H 4.332 0.427 1.852 0.018
H 5.555 3.320 -1.835 0.027
C -7.039 2.332 0.205 -0.058
H 3.010 -6.698 1.685 0.083
H 2.242 3.186 -2.239 0.075